1.
A cluster of 11 separate species, H23O11 in total, computed with ωB97M-V/def2-TZVPD.

Geometry as XYZ:
```
34
Properties=species:S:1:pos:R:3:nbo_charge:R:1
O -0.18 0.31 -0.55 -0.822
H -0.98 -0.14 -0.23 0.573
H 0.16 1.16 -0.01 0.603
H 0.37 -0.43 -0.73 0.577
O 2.17 -0.32 -1.64 -0.965
H 3.00 -0.65 -1.39 0.493
H 2.30 0.64 -1.98 0.482
O -0.11 -2.56 -0.96 -0.966
H -0.41 -3.13 -0.33 0.503
H 0.75 -2.78 -1.15 0.482
O 1.62 -1.08 1.53 -0.991
H 1.71 -1.96 2.14 0.493
H 1.50 -0.35 2.10 0.484
O 1.17 1.28 3.22 -0.979
H 1.34 1.70 2.35 0.486
H 2.14 1.08 3.77 0.491
O -2.18 -3.17 1.11 -0.961
H -2.35 -2.16 0.90 0.460
H -2.30 -3.13 2.01 0.456
O -2.71 -0.57 0.58 -0.918
H -3.09 -0.88 1.43 0.488
H -3.45 -0.57 0.10 0.493
O -0.13 2.25 -2.94 -0.921
H 0.58 1.71 -3.09 0.449
H 0.14 2.99 -3.50 0.475
O -2.40 -1.66 -2.36 -0.983
H -2.74 -2.37 -2.93 0.486
H -1.48 -1.83 -2.13 0.487
O 2.14 2.25 0.83 -0.945
H 2.49 2.98 0.52 0.478
H 2.85 1.85 1.36 0.489
O -0.84 2.86 0.64 -0.995
H -0.40 3.24 -0.20 0.500
H -0.69 3.44 1.51 0.518
```

Output
E_LUMO: -0.1155 Eh
Energy above the lowest of the compared OMol25 structures with the same formula, charge and spin: 5.448 eV
E_HOMO: -13.6 eV
Total charge: +1
HOMO-LUMO gap: 10.5 eV

***

2.
A cluster of 12 separate species, H23O12 in total, computed with ωB97M-V/def2-TZVPD.

Geometry as XYZ:
```
35
Properties=species:S:1:pos:R:3:nbo_charge:R:1
O 20.55 -18.22 0.90 -1.254
H 20.00 -18.66 0.22 0.462
O 19.96 -19.36 -3.34 -0.995
H 19.65 -18.68 -2.69 0.513
H 19.24 -19.68 -3.92 0.471
O 19.42 -16.03 1.70 -1.018
H 19.54 -15.79 2.65 0.470
H 20.01 -16.84 1.53 0.496
O 20.44 -20.89 1.57 -0.976
H 19.53 -21.15 1.54 0.464
H 20.55 -19.97 1.31 0.501
O 17.77 -19.73 -0.90 -0.979
H 17.29 -20.51 -0.64 0.475
H 18.65 -19.98 -1.20 0.513
O 21.34 -17.83 3.55 -0.947
H 21.80 -16.99 3.37 0.456
H 20.95 -18.02 2.73 0.484
O 19.70 -17.20 -1.43 -0.989
H 20.10 -17.37 -0.57 0.481
H 19.23 -16.40 -1.30 0.486
O 18.28 -18.69 2.56 -0.953
H 17.81 -19.47 2.24 0.455
H 19.00 -18.48 2.01 0.483
O 20.28 -21.33 -1.12 -1.016
H 20.78 -21.34 -0.26 0.510
H 20.90 -20.93 -1.78 0.495
O 22.80 -19.62 0.13 -0.985
H 22.01 -19.04 0.30 0.493
H 23.06 -19.74 1.10 0.462
O 22.26 -16.59 -0.35 -0.982
H 21.57 -17.11 0.08 0.479
H 22.18 -16.68 -1.32 0.469
O 16.91 -17.44 0.30 -0.991
H 17.27 -18.21 -0.12 0.486
H 17.60 -16.92 0.66 0.483
```

Output
E_LUMO: 0.1061 Eh
Energy above the lowest of the compared OMol25 structures with the same formula, charge and spin: 1.974 eV
E_HOMO: -7.0 eV
Total charge: -1
HOMO-LUMO gap: 9.9 eV

***

3.
A structure of composition H24K2O16P, computed with ωB97M-V/def2-TZVPD.

Geometry as XYZ:
```
43
Properties=species:S:1:pos:R:3:nbo_charge:R:1
K -0.79 3.53 -0.32 0.981
K -0.47 -1.10 -2.83 0.968
P -0.35 0.21 -0.05 2.566
O -0.25 1.09 1.21 -1.066
O 1.04 -0.12 -0.60 -1.157
O -1.10 0.98 -1.16 -1.285
O -1.03 -1.12 0.27 -0.920
O -0.43 -0.31 3.50 -0.954
H -0.31 0.19 2.69 0.468
H -0.95 -1.07 3.24 0.489
O -0.31 3.18 2.59 -0.991
H 0.22 3.01 3.37 0.490
H -0.31 2.35 2.11 0.477
O 2.09 -2.33 -1.47 -0.984
H 3.04 -2.20 -1.49 0.484
H 1.74 -1.49 -1.16 0.483
O -2.21 -2.24 2.33 -0.953
H -1.72 -1.85 1.61 0.473
H -2.50 -3.09 2.00 0.484
O 2.25 2.15 1.38 -0.959
H 2.76 1.49 0.91 0.482
H 1.36 1.78 1.42 0.455
O -2.67 -2.24 -1.61 -0.989
H -3.30 -1.53 -1.65 0.500
H -2.07 -1.99 -0.89 0.478
O 0.14 -3.47 0.49 -0.892
H 0.95 -3.31 0.00 0.487
H -0.26 -2.60 0.58 0.466
O 1.73 -1.14 1.85 -0.914
H 1.00 -0.91 2.42 0.479
H 1.46 -0.84 0.98 0.437
O -3.47 0.52 -1.60 -0.996
H -3.88 1.39 -1.64 0.466
H -2.54 0.70 -1.52 0.484
O 3.51 0.33 -0.01 -0.939
H 3.78 0.22 -0.92 0.467
H 2.60 0.03 0.01 0.482
O 1.41 2.29 -1.75 -0.968
H 1.32 2.20 -2.70 0.463
H 1.12 1.44 -1.40 0.485
O -0.98 1.73 -3.68 -0.980
H -0.64 2.62 -3.74 0.465
H -0.97 1.52 -2.75 0.490
```

Output
E_LUMO (spin up / spin down): -0.0370 / -0.2075 Eh
E_HOMO (spin up / spin down): -10.3 / -10.2 eV
<S²>: 0.760
HOMO-LUMO gap (spin up / spin down): 9.3 / 4.6 eV
2S+1: 2

***

4.
A structure of composition H24KrO12, computed with ωB97M-V/def2-TZVPD.

Geometry as XYZ:
```
37
Properties=species:S:1:pos:R:3:nbo_charge:R:1
Kr -0.50 0.70 0.39 0.001
O 2.39 -1.54 0.91 -0.973
H 1.83 -1.83 0.20 0.476
H 2.16 -0.62 1.05 0.473
O 2.67 2.81 -0.39 -0.987
H 3.56 3.18 -0.33 0.469
H 2.80 1.94 -0.77 0.509
O 1.01 -0.14 4.14 -0.957
H 1.26 0.44 3.43 0.494
H 0.06 -0.12 4.16 0.450
O -2.13 -2.11 2.16 -0.988
H -2.52 -1.37 2.64 0.495
H -1.32 -2.30 2.64 0.484
O -3.08 -0.71 -2.33 -0.962
H -3.82 -1.14 -2.75 0.458
H -2.69 -1.40 -1.79 0.485
O -1.71 -2.43 -0.62 -0.987
H -1.73 -2.16 0.30 0.519
H -2.12 -3.29 -0.63 0.485
O -3.55 0.08 2.90 -0.937
H -4.20 -0.03 2.20 0.485
H -3.99 -0.24 3.69 0.479
O 1.04 -2.13 -1.37 -0.980
H 0.13 -2.29 -1.12 0.505
H 1.25 -2.84 -1.97 0.484
O 2.13 1.37 2.07 -0.979
H 1.80 1.97 1.41 0.504
H 3.07 1.54 2.11 0.487
O -0.85 3.23 -2.21 -0.949
H -0.63 4.05 -2.64 0.477
H -0.87 3.44 -1.27 0.484
O 0.89 1.27 -3.47 -0.960
H 0.35 0.54 -3.76 0.476
H 0.26 1.91 -3.13 0.506
O 2.69 0.25 -1.87 -1.003
H 2.33 -0.53 -1.45 0.485
H 2.04 0.50 -2.53 0.491
```

Output
E_LUMO: -0.0009 Eh
Energy above the lowest of the compared OMol25 structures with the same formula, charge and spin: 0.226 eV
E_HOMO: -10.2 eV
HOMO-LUMO gap: 10.2 eV

***

5.
A cluster of 12 separate species, H24O12 in total, computed with ωB97M-V/def2-TZVPD.

Geometry as XYZ:
```
36
Properties=species:S:1:pos:R:3:nbo_charge:R:1
O 2.57 1.55 -1.26 -0.995
H 2.84 0.81 -0.83 0.468
H 2.49 2.29 -0.58 0.461
O -0.79 -2.77 0.92 -1.003
H -0.93 -3.21 0.10 0.480
H -0.14 -2.09 0.99 0.494
O -4.26 -0.50 -1.75 -1.061
H -4.41 0.06 -2.64 0.500
H -4.94 -0.71 -1.00 0.507
O -0.57 -1.88 4.09 -1.021
H -0.75 -1.35 4.89 0.438
H 0.31 -2.00 4.03 0.439
O 4.86 0.60 -0.45 -0.977
H 4.72 1.28 0.26 0.460
H 4.52 1.13 -1.29 0.478
O -0.38 2.09 0.78 -1.165
H -0.93 1.25 0.81 0.474
H -0.65 2.59 1.55 0.413
O 0.10 -0.42 -3.45 -0.992
H -0.15 0.23 -2.86 0.505
H 0.72 -0.32 -4.06 0.464
O -2.42 3.88 -0.91 -0.980
H -1.89 4.21 -0.22 0.456
H -1.84 3.04 -0.94 0.488
O 3.05 -0.55 2.20 -1.066
H 2.25 0.01 2.06 0.420
H 2.69 -0.98 3.05 0.416
O -1.68 0.98 -2.08 -0.981
H -1.90 1.65 -2.61 0.468
H -2.32 0.43 -1.75 0.502
O 1.91 -2.15 -0.97 -0.941
H 1.29 -1.69 -1.60 0.476
H 2.55 -1.60 -0.90 0.449
O -2.20 -1.08 2.62 -0.985
H -2.85 -1.08 3.35 0.436
H -2.23 -1.95 2.33 0.477
```

Output
E_LUMO (spin up / spin down): 0.0938 / 0.0901 Eh
Energy above the lowest of the compared OMol25 structures with the same formula, charge and spin: 5.072 eV
E_HOMO (spin up / spin down): 0.3 / -7.1 eV
Total charge: -1
<S²>: 0.751
HOMO-LUMO gap (spin up / spin down): 2.3 / 9.5 eV
2S+1: 2

***

6.
A cluster of 12 separate species, H24O12 in total, computed with ωB97M-V/def2-TZVPD.

Geometry as XYZ:
```
36
Properties=species:S:1:pos:R:3:nbo_charge:R:1
O 2.38 -0.03 1.80 -0.958
H 2.65 0.08 2.71 0.479
H 1.76 0.68 1.64 0.491
O 1.92 0.35 -2.35 -0.953
H 2.59 -0.29 -2.11 0.470
H 1.17 0.12 -1.80 0.489
O 0.81 2.10 1.10 -0.998
H 0.63 2.35 2.00 0.491
H 0.21 2.63 0.58 0.530
O 1.47 -2.26 0.79 -0.969
H 0.65 -2.09 1.25 0.449
H 2.03 -1.51 1.01 0.514
O -1.39 3.62 0.57 -0.970
H -1.78 3.68 -0.30 0.493
H -1.85 2.90 1.00 0.492
O -1.05 -1.97 -2.98 -0.945
H -0.53 -2.13 -2.19 0.496
H -1.85 -2.47 -2.84 0.466
O -1.24 -1.36 1.71 -0.966
H -0.76 -1.99 2.25 0.491
H -2.15 -1.43 2.01 0.496
O -2.70 1.11 1.43 -0.940
H -2.16 0.32 1.48 0.477
H -2.80 1.40 2.33 0.467
O 0.01 -3.44 -1.15 -0.982
H 0.70 -3.06 -0.60 0.502
H -0.21 -4.27 -0.71 0.476
O -0.47 0.16 -0.45 -0.985
H -0.78 -0.56 0.09 0.491
H -0.02 0.74 0.16 0.485
O 3.16 2.14 -0.38 -0.977
H 2.81 1.77 -1.19 0.485
H 2.40 2.21 0.20 0.466
O -2.13 0.40 -2.51 -1.008
H -1.85 -0.46 -2.82 0.482
H -1.61 0.55 -1.72 0.474
```

Output
E_LUMO: -0.0291 Eh
Energy above the lowest of the compared OMol25 structures with the same formula, charge and spin: 1.666 eV
E_HOMO: -9.6 eV
HOMO-LUMO gap: 8.8 eV
Structure (SMILES): O.O.O.O.O.O.O.O.O.O.O.O